# 1
This record from the OMol25 dataset describes C12H48F2N25O16S2Sn as an isolated structure in a non-equilibrium geometry. The level of theory is ωB97M-V with the def2-TZVPD basis set.

```
! wB97M-V def2-TZVPD RIJCOSX def2/J DEFGRID3
* xyz 1 1
Sn -0.299 0.244 0.346
N -0.571 2.951 1.795
S -0.274 4.430 1.803
O 0.358 5.058 2.935
O -1.171 5.310 1.034
F 1.032 4.379 0.774
S -2.025 3.269 2.561
O -3.242 3.524 1.854
O -1.905 3.706 3.945
F -2.145 1.689 2.960
C 2.430 -1.030 -5.250
O 3.503 -1.267 -4.802
N 1.392 -0.412 -4.596
N 2.099 -1.445 -6.428
H 1.624 -0.197 -3.637
H 0.411 -0.302 -4.807
H 2.875 -1.966 -6.809
H 1.137 -1.463 -6.736
C -1.635 -2.719 -1.734
O -2.043 -1.687 -1.184
N -1.054 -2.923 -2.850
N -1.598 -3.866 -1.037
H -0.924 -3.885 -3.128
H -0.938 -2.207 -3.553
H -1.966 -3.710 -0.110
H -0.967 -4.636 -1.209
C -4.282 -0.285 1.453
O -4.039 -0.448 2.610
N -4.270 -1.191 0.468
N -4.651 0.860 0.940
H -4.258 -0.798 -0.462
H -3.736 -2.022 0.677
H -4.986 0.911 -0.012
H -4.938 1.626 1.533
C 2.546 -1.839 -1.516
O 1.803 -1.539 -0.601
N 3.443 -1.026 -1.875
N 2.423 -2.801 -2.314
H 4.170 -1.153 -2.564
H 3.423 -0.127 -1.414
H 1.706 -3.431 -1.982
H 3.052 -3.041 -3.067
C -2.350 -0.200 -4.292
O -1.217 -0.431 -4.028
N -3.226 0.235 -3.407
N -2.932 -0.303 -5.422
H -2.908 0.460 -2.475
H -4.196 0.220 -3.691
H -2.656 -0.923 -6.170
H -3.895 -0.002 -5.456
C 0.835 2.737 -3.201
O 0.776 2.017 -2.202
N -0.067 2.842 -4.125
N 1.928 3.370 -3.442
H 0.056 3.172 -5.071
H -0.716 2.079 -3.997
H 2.373 3.778 -4.251
H 2.553 2.989 -2.745
C -2.005 -2.035 5.563
O -2.819 -2.048 6.449
N -2.255 -1.665 4.401
N -0.739 -2.170 5.699
H -1.570 -1.753 3.665
H -3.135 -1.192 4.254
H -0.477 -2.301 6.666
H -0.016 -1.884 5.055
C -0.117 -3.320 2.122
O -0.930 -2.485 1.750
N 0.049 -3.817 3.351
N 0.615 -4.066 1.325
H 0.160 -4.813 3.220
H -0.097 -3.333 4.225
H 1.501 -4.291 1.756
H 0.354 -3.983 0.353
C -2.909 3.294 -1.646
O -2.393 2.228 -1.356
N -4.188 3.523 -1.634
N -2.227 4.380 -2.024
H -4.761 2.828 -1.177
H -4.486 4.451 -1.901
H -2.719 5.263 -2.021
H -1.248 4.466 -1.789
C 0.845 0.707 4.375
O 0.589 -0.037 3.374
N 0.769 1.997 4.248
N 1.085 0.274 5.543
H 0.249 2.270 3.426
H 0.765 2.637 5.029
H 1.125 1.055 6.182
H 1.357 -0.661 5.811
C 4.246 -2.469 2.454
O 4.408 -3.415 3.243
N 3.349 -1.536 2.484
N 4.890 -2.260 1.401
H 3.084 -1.000 1.670
H 2.875 -1.466 3.373
H 5.641 -2.906 1.206
H 4.714 -1.429 0.854
C 3.543 1.598 1.036
O 2.772 0.701 0.719
N 4.406 2.139 0.238
N 3.492 2.268 2.109
H 4.445 2.134 -0.771
H 5.208 2.443 0.771
H 3.955 3.161 2.200
H 2.729 1.939 2.683
*
```

total energy: -116170.037 eV
energy above the lowest of the compared OMol25 structures with the same formula, charge and spin: 0.0000 eV
LUMO energy: -3.8 eV

Mulliken atomic charge list, values in e, 99 entries: atom 1 (Sn): 1.6881, atom 2 (N): -0.1035, atom 3 (S): 0.9280, atom 4 (O): -0.6470, atom 5 (O): -0.6108, atom 6 (F): -0.3523, atom 7 (S): 0.9155, atom 8 (O): -0.5696, atom 9 (O): -0.6001, atom 10 (F): -0.1724, atom 11 (C): 0.4558, atom 12 (O): -0.6617, atom 13 (N): 0.1787, atom 14 (N): -0.4078, atom 15 (H): -0.2392, atom 16 (H): 0.3561, atom 17 (H): 0.2534, atom 18 (H): 0.1876, atom 19 (C): 0.3704, atom 20 (O): -0.3055, atom 21 (N): -0.0845, atom 22 (N): -0.5575, atom 23 (H): 0.2114, atom 24 (H): 0.2438, atom 25 (H): 0.0542, atom 26 (H): 0.2900, atom 27 (C): 0.4712, atom 28 (O): -0.6835, atom 29 (N): -0.3892, atom 30 (N): -0.2561, atom 31 (H): 0.2118, atom 32 (H): 0.2369, atom 33 (H): 0.0988, atom 34 (H): 0.2151, atom 35 (C): -0.0750, atom 36 (O): -0.2939, atom 37 (N): -0.2872, atom 38 (N): -0.1943, atom 39 (H): 0.1766, atom 40 (H): -0.0417, atom 41 (H): 0.1992, atom 42 (H): 0.2670, atom 43 (C): 0.7520, atom 44 (O): -0.7244, atom 45 (N): -0.1519, atom 46 (N): -0.4266, atom 47 (H): -0.1281, atom 48 (H): 0.1858, atom 49 (H): 0.2611, atom 50 (H): 0.1323, atom 51 (C): 0.2415, atom 52 (O): -0.0909, atom 53 (N): -0.3219, atom 54 (N): -0.4517, atom 55 (H): 0.2436, atom 56 (H): 0.0146, atom 57 (H): 0.2366, atom 58 (H): 0.1832, atom 59 (C): 0.6046, atom 60 (O): -0.7346, atom 61 (N): 0.2649, atom 62 (N): -0.3538, atom 63 (H): -0.1871, atom 64 (H): 0.2186, atom 65 (H): 0.1934, atom 66 (H): 0.0812, atom 67 (C): 0.9572, atom 68 (O): -0.7028, atom 69 (N): -0.2823, atom 70 (N): -0.4893, atom 71 (H): 0.2278, atom 72 (H): -0.0596, atom 73 (H): 0.2142, atom 74 (H): 0.0739, atom 75 (C): 0.3461, atom 76 (O): -0.1177, atom 77 (N): -0.4078, atom 78 (N): -0.3793, atom 79 (H): 0.2170, atom 80 (H): 0.1630, atom 81 (H): 0.2157, atom 82 (H): 0.1900, atom 83 (C): 0.4465, atom 84 (O): -0.2537, atom 85 (N): -0.2739, atom 86 (N): -0.2350, atom 87 (H): -0.2248, atom 88 (H): 0.2767, atom 89 (H): 0.1616, atom 90 (H): 0.3467, atom 91 (C): 0.5925, atom 92 (O): -0.7693, atom 93 (N): 0.2020, atom 94 (N): -0.2466, atom 95 (H): -0.2171, atom 96 (H): 0.0328, atom 97 (H): 0.2232, atom 98 (H): 0.1504, atom 99 (C): 0.4963



# 2
This record from the OMol25 dataset describes a 13-piece molecular cluster, C12H48F2NO16S2 overall in a non-equilibrium geometry. The level of theory is ωB97M-V with the def2-TZVPD basis set.

```
! wB97M-V def2-TZVPD RIJCOSX def2/J DEFGRID3
* xyz -2 2
N -0.931 -0.775 -0.172
S -2.098 0.201 -0.168
O -1.974 1.382 -1.023
O -2.903 0.325 1.061
F -3.091 -0.683 -1.095
S 0.051 0.127 0.939
O 0.004 -0.299 2.315
O 0.237 1.546 0.745
F 1.459 -0.487 0.379
C 0.213 -1.990 -3.197
O 0.572 -2.125 -1.854
H -0.599 -2.683 -3.418
H -0.151 -1.002 -3.479
H 1.064 -2.197 -3.845
H -0.078 -1.666 -1.317
C 3.578 2.023 -0.166
O 4.852 2.361 -0.704
H 3.133 2.873 0.351
H 2.936 1.706 -0.987
H 3.627 1.193 0.539
H 5.481 2.535 -0.001
C 4.466 -1.279 2.313
O 4.552 -1.090 3.661
H 3.928 -2.218 2.183
H 3.877 -0.525 1.791
H 5.435 -1.468 1.850
H 5.021 -1.838 4.038
C 0.878 2.097 -2.855
O -0.080 2.908 -2.139
H 1.829 2.630 -2.871
H 1.017 1.197 -2.256
H 0.588 1.834 -3.872
H -0.837 2.379 -1.876
C 2.238 -4.080 0.651
O 2.697 -3.382 -0.475
H 1.788 -5.026 0.350
H 2.946 -4.335 1.440
H 1.430 -3.527 1.129
H 1.934 -3.019 -0.932
C 3.510 -0.746 -2.290
O 3.232 0.064 -3.428
H 2.976 -0.513 -1.369
H 3.277 -1.794 -2.474
H 4.579 -0.857 -2.109
H 3.711 0.894 -3.374
C 0.952 -2.502 5.301
O 0.230 -2.367 4.096
H 1.928 -2.016 5.280
H 0.403 -1.974 6.081
H 1.077 -3.549 5.577
H 0.329 -1.499 3.699
C -0.029 3.232 3.477
O -0.236 4.082 4.547
H 0.647 2.418 3.739
H -0.957 2.688 3.301
H 0.232 3.787 2.576
H 0.613 4.441 4.816
C -3.330 4.089 1.998
O -4.272 5.052 1.605
H -3.506 3.181 1.421
H -2.349 4.473 1.718
H -3.389 3.847 3.059
H -4.204 5.293 0.679
C -2.460 0.837 -4.106
O -3.545 0.734 -5.049
H -2.695 1.696 -3.479
H -2.351 -0.033 -3.457
H -1.555 1.058 -4.672
H -4.325 0.444 -4.570
C -5.976 0.163 -2.746
O -5.804 -0.160 -4.189
H -5.444 1.110 -2.661
H -7.015 0.409 -2.523
H -5.617 -0.555 -2.009
H -6.425 -0.850 -4.433
C -1.918 -3.183 1.828
O -2.057 -3.057 0.449
H -2.381 -4.139 2.074
H -0.877 -3.211 2.149
H -2.493 -2.348 2.229
H -1.573 -2.265 0.204
*
```

total energy: -74570.870 eV
⟨S²⟩: 0.752
LUMO energy (alpha / beta): 4.2 / 4.1 eV

Taken from the Mulliken analysis, the atomic charges in e are: atom 1 (N): -0.2257, atom 2 (S): 0.9537, atom 3 (O): -0.7867, atom 4 (O): -0.8556, atom 5 (F): -0.4616, atom 6 (S): 0.9979, atom 7 (O): -1.0884, atom 8 (O): -0.6012, atom 9 (F): -0.2482, atom 10 (C): -0.6804, atom 11 (O): -0.4851, atom 12 (H): 0.3320, atom 13 (H): 0.0521, atom 14 (H): 0.3376, atom 15 (H): 0.4262, atom 16 (C): 1.0809, atom 17 (O): -0.5901, atom 18 (H): 0.3409, atom 19 (H): -0.4596, atom 20 (H): -0.6068, atom 21 (H): 0.2835, atom 22 (C): 0.2139, atom 23 (O): -0.5103, atom 24 (H): -0.1239, atom 25 (H): -0.3943, atom 26 (H): 0.3456, atom 27 (H): 0.3071, atom 28 (C): -0.2115, atom 29 (O): -0.5148, atom 30 (H): 0.3237, atom 31 (H): -0.1236, atom 32 (H): 0.2115, atom 33 (H): 0.5178, atom 34 (C): -0.7011, atom 35 (O): -0.4908, atom 36 (H): 0.3413, atom 37 (H): 0.2927, atom 38 (H): 0.1460, atom 39 (H): 0.4485, atom 40 (C): -0.3332, atom 41 (O): -0.5530, atom 42 (H): -0.0695, atom 43 (H): 0.2119, atom 44 (H): 0.4059, atom 45 (H): 0.3106, atom 46 (C): -0.6733, atom 47 (O): -0.2638, atom 48 (H): 0.2060, atom 49 (H): 0.2819, atom 50 (H): 0.2358, atom 51 (H): 0.4293, atom 52 (C): -0.3570, atom 53 (O): -0.5414, atom 54 (H): 0.2340, atom 55 (H): 0.0367, atom 56 (H): 0.2938, atom 57 (H): 0.2838, atom 58 (C): -0.3412, atom 59 (O): -0.5914, atom 60 (H): 0.1882, atom 61 (H): 0.2004, atom 62 (H): 0.2456, atom 63 (H): 0.3038, atom 64 (C): -0.2299, atom 65 (O): -0.6858, atom 66 (H): 0.3098, atom 67 (H): 0.0558, atom 68 (H): 0.1083, atom 69 (H): 0.4276, atom 70 (C): -0.5497, atom 71 (O): -0.5621, atom 72 (H): 0.2252, atom 73 (H): 0.3500, atom 74 (H): 0.2511, atom 75 (H): 0.2656, atom 76 (C): -0.4086, atom 77 (O): -0.6058, atom 78 (H): 0.3264, atom 79 (H): 0.0205, atom 80 (H): 0.2058, atom 81 (H): 0.5589



> The lowest total energy belongs to which entry?

C12H48F2N25O16S2Sn